ORCA calculation (wB97M-V/def2-TZVPD) on a cluster of 3 separate species, C5H8N2O in total at a distorted geometry.

Output
Net charge   0
Maximum force   5.32 eV Å⁻¹
Electronic energy   -10333.88466 eV
Highest occupied orbital energy   -8.47 eV
Energy above the lowest of the compared OMol25 structures with the same formula, charge and spin   853.07 kJ/mol

The geometry in XYZ format:
```
16
Properties=species:S:1:pos:R:3:mulliken_charge:R:1
C 3.023 -0.396 0.094 -1.01
C 1.550 0.019 -0.081 0.52
C 1.064 1.332 0.057 -0.10
C -0.634 0.168 -0.173 0.29
C -1.869 -0.441 -0.393 -0.37
H 2.935 -1.255 0.931 0.23
H 3.007 -0.948 -0.876 0.31
H 3.645 0.404 0.574 0.31
H 1.672 2.297 0.584 0.22
H -2.306 -0.535 -1.287 0.39
H -1.647 -1.353 0.055 0.27
H -3.821 1.076 -0.354 0.24
H -3.888 -1.108 0.822 0.24
N -0.248 1.402 -0.342 -0.50
N -2.913 0.149 0.524 -0.67
O 0.433 -0.811 -0.136 -0.36
```

=====

ORCA calculation (wB97M-V/def2-TZVPD) on the ion C3H10N5 with charge +1 at a distorted geometry.

Output
Net charge   +1
Maximum force   6.36 eV Å⁻¹
Structure (SMILES)   C[N@@H+]1CN=NN1CN
Electronic energy   -10713.11495 eV
Highest occupied orbital energy   -14.81 eV
Energy above the lowest of the compared OMol25 structures with the same formula, charge and spin   415.59 kJ/mol

The geometry in XYZ format:
```
18
Properties=species:S:1:pos:R:3:mulliken_charge:R:1
C -0.788 -0.275 1.760 -0.75
N -0.283 0.292 0.606 -0.08
C -1.112 1.443 -0.019 -0.28
N -1.428 1.010 -1.413 -0.25
N -0.992 -0.085 -1.657 -0.26
N -0.345 -0.663 -0.664 0.23
C 0.927 -1.254 -0.890 -0.33
N 1.977 -0.156 -0.735 -0.69
H -1.939 -0.143 1.714 0.22
H -0.564 -1.210 1.969 0.40
H -0.449 0.319 2.594 0.41
H 0.780 0.403 0.547 0.55
H -0.588 2.392 -0.052 0.36
H -2.046 1.419 0.544 0.28
H 0.925 -1.634 -1.954 0.34
H 1.052 -2.008 -0.124 0.35
H 1.817 0.520 -1.534 0.25
H 3.055 -0.368 -0.692 0.26
```

=====

ORCA calculation (wB97M-V/def2-TZVPD) on the ion C6H6N with charge +1 at a distorted geometry.

Output
Net charge   +1
Maximum force   6.28 eV Å⁻¹
Structure (SMILES)   C=C=CC=[N+]=C=C
Electronic energy   -7796.69436 eV
Highest occupied orbital energy (spin up / spin down)   -14.19 / -14.19 eV
Energy above the lowest of the compared OMol25 structures with the same formula, charge and spin   294.13 kJ/mol

The geometry in XYZ format:
```
13
Properties=species:S:1:pos:R:3:mulliken_charge:R:1
C -1.896 0.158 0.016 -0.51
C -0.641 0.351 -0.121 0.59
C 0.326 1.339 -0.011 -0.39
C 1.670 1.171 -0.039 -0.34
N 2.095 -0.159 -0.078 -0.38
C 1.277 -1.073 -0.094 0.69
C 0.155 -1.732 0.006 -0.82
H -2.176 -0.880 -0.101 0.32
H -2.654 1.007 0.309 0.28
H -0.066 2.317 0.222 0.35
H 2.248 1.989 -0.011 0.47
H -0.192 -2.213 -1.022 0.37
H -0.145 -2.275 0.923 0.38
```

=====

ORCA calculation (wB97M-V/def2-TZVPD) on a structure of composition C34H39N2O2S4TcTe at a distorted geometry.

Output
Net charge   +2
Multiplicity   3
Maximum force   1.52 eV Å⁻¹
Electronic energy   -95785.27091 eV
Highest occupied orbital energy (spin up / spin down)   -12.70 / -13.36 eV

The geometry in XYZ format:
```
83
Properties=species:S:1:pos:R:3:mulliken_charge:R:1
Tc 0.063 0.321 0.686 0.41
C -1.509 3.246 0.214 -0.85
C -1.261 3.427 1.712 -0.83
S -0.360 2.054 2.502 0.06
C -1.656 1.329 3.581 -0.75
C -1.738 -0.186 3.514 -0.91
S -1.674 -0.965 1.877 0.06
C -3.168 -0.430 0.984 -0.90
C -3.235 1.032 0.575 -0.92
S -1.734 1.539 -0.347 0.30
H -0.655 3.586 -0.369 0.43
H -2.384 3.814 -0.102 0.53
H -2.186 3.565 2.266 0.47
H -0.655 4.317 1.865 0.45
H -2.602 1.795 3.327 0.38
H -1.402 1.620 4.598 0.54
H -2.639 -0.534 4.020 0.59
H -0.880 -0.644 4.009 0.38
H -4.039 -0.704 1.579 0.65
H -3.151 -1.072 0.100 0.31
H -3.349 1.694 1.429 0.32
H -4.082 1.184 -0.093 0.63
O 1.538 -0.235 1.923 -0.62
N 2.823 0.010 1.553 0.53
C 3.776 -0.646 2.250 -0.24
C 5.093 -0.483 1.935 -0.78
C 5.435 0.381 0.892 -0.23
C 4.445 1.055 0.215 -0.94
C 3.102 0.857 0.545 0.69
S 1.798 1.637 -0.285 -0.29
H 3.409 -1.283 3.041 0.50
H 5.842 -1.031 2.488 0.45
H 6.471 0.518 0.612 0.42
H 4.673 1.740 -0.589 0.48
C -3.996 1.708 -9.278 -1.51
C -3.468 1.187 -7.971 0.54
C -3.708 1.868 -6.779 -1.09
C -3.249 1.394 -5.561 0.68
C -3.566 2.166 -4.299 -1.61
C -2.487 0.212 -5.556 0.44
Te -1.689 -0.413 -3.706 0.98
N 0.080 -0.997 -0.522 0.24
C -0.355 -2.170 -1.008 0.00
O -1.072 -2.307 -2.018 -0.86
C 0.102 -3.377 -0.253 0.68
C 1.294 -3.374 0.469 -0.09
C 1.669 -4.502 1.179 -0.72
C 0.848 -5.623 1.187 -0.48
C -0.340 -5.624 0.468 -0.73
C -0.714 -4.504 -0.258 -0.53
C 0.296 -0.696 -4.339 0.78
C 0.828 -1.981 -4.341 -0.59
C 2.138 -2.171 -4.752 -0.91
C 2.899 -1.078 -5.143 -0.73
C 2.358 0.201 -5.115 -0.72
C 1.044 0.424 -4.712 0.60
C 0.475 1.823 -4.704 -1.32
C -2.267 -0.522 -6.732 1.10
C -1.532 -1.841 -6.750 -1.89
C -2.756 -0.007 -7.922 -0.73
H -4.466 2.683 -9.158 0.36
H -4.736 1.021 -9.692 0.35
H -3.194 1.797 -10.012 0.37
H -4.274 2.794 -6.805 0.32
H -4.203 3.019 -4.526 0.45
H -2.659 2.542 -3.819 0.28
H -4.096 1.536 -3.579 0.30
H 1.927 -2.495 0.447 0.43
H 2.606 -4.519 1.723 0.44
H 1.140 -6.502 1.747 0.43
H -0.973 -6.503 0.464 0.43
H -1.632 -4.494 -0.833 0.44
H 0.230 -2.826 -4.023 0.60
H 2.554 -3.171 -4.774 0.49
H 3.921 -1.220 -5.473 0.46
H 2.965 1.047 -5.416 0.46
H 1.267 2.563 -4.793 0.48
H -0.066 2.022 -3.773 0.08
H -0.216 1.967 -5.539 0.32
H -1.574 -2.345 -5.785 0.31
H -0.481 -1.701 -7.012 0.32
H -1.970 -2.511 -7.488 0.54
H -2.590 -0.564 -8.840 0.50
```